Density functional theory data (the ωB97M-V functional and the def2-TZVPD basis) for 6 unconnected molecules or ions with the total composition C30H52BN9O11S in a non-equilibrium geometry.

Each line ends with the Mulliken charge.
Positions of all 104 atoms, in Å:
C 0.8822 -0.8921 -0.4692  -0.94
C -0.2276 -0.0297 -1.2666  1.20
C -1.0961 0.7793 -0.1740  -1.32
C 0.3619 0.8838 -2.4665  -1.05
C 1.4489 0.0546 -3.3126  0.25
C 2.9861 0.4509 -3.1856  0.49
N 3.3163 1.6341 -2.2945  -0.67
C 3.1713 2.6595 -3.1322  0.76
O 2.9233 3.5812 -3.9585  -0.51
C 4.1709 -0.2822 -3.9072  -0.09
O 5.5567 0.1075 -3.7194  -0.31
N 5.7277 1.2307 -4.5153  0.17
O 6.3017 0.9020 -5.5178  -0.28
C 3.8145 -1.4907 -4.8397  0.43
C 2.3005 -1.8863 -5.0120  -0.24
C 1.1229 -1.1474 -4.2845  0.78
B -0.4070 -1.6348 -4.5522  0.39
O -0.8535 -2.9314 -4.0121  -0.61
N -1.4184 -0.8821 -5.3572  0.12
C -2.6347 -0.5271 -4.5606  -0.62
C -0.8389 0.3202 -6.0345  -0.76
C 2.3406 -3.1346 -6.0102  0.11
O 1.3632 -3.7906 -6.4964  -0.53
N 3.7663 -3.4791 -6.3489  -0.17
S 4.3149 -5.0478 -5.7472  -0.12
C 4.7120 -2.4982 -5.6994  0.33
O 5.9713 -2.4988 -5.8033  -0.55
H 1.9737 -0.6202 -0.7090  0.13
H 0.7812 -0.8038 0.6889  0.27
H 0.6852 -2.0195 -0.6955  0.21
H -0.9584 -0.7862 -1.7729  -0.19
H -0.5782 1.7016 0.2716  0.24
H -1.2836 0.0418 0.7099  0.37
H -2.1289 0.9843 -0.6331  0.32
H -0.5159 1.2131 -3.1569  0.10
H 0.7809 1.8801 -2.0325  0.44
H -0.7478 -2.9453 -3.0324  0.34
H -3.4905 -0.3046 -5.3192  0.30
H -3.0154 -1.4012 -3.9134  0.15
H -2.5258 0.4015 -3.8917  0.08
H -1.5543 0.6016 -6.9130  0.29
H -0.8274 1.2589 -5.3486  0.21
H 0.1865 0.1244 -6.5386  0.26
H 3.5412 -5.2086 -4.5791  0.16
C -5.5031 -2.9656 -2.7140  0.00
O -5.6810 -1.7880 -2.4531  -0.56
N -5.9500 -3.6017 -3.8363  0.15
C -5.6976 -5.0077 -4.0762  -0.96
C -6.7008 -2.8458 -4.8196  -0.86
H -4.9451 -3.6298 -2.0344  0.31
H -5.1338 -5.1139 -5.0065  0.34
H -6.6537 -5.5302 -4.1657  0.36
H -5.1244 -5.4479 -3.2581  0.29
H -6.0842 -2.0194 -5.1829  0.22
H -7.5960 -2.4334 -4.3466  0.28
H -6.9889 -3.4841 -5.6564  0.37
C 2.2888 1.3681 2.0802  0.16
O 1.2455 1.9550 1.8475  -0.64
N 2.6636 0.8751 3.2972  0.25
C 3.9237 0.1871 3.4944  -0.88
C 1.7731 1.0447 4.4285  -0.76
H 3.0367 1.1853 1.2914  0.26
H 3.7231 -0.8262 3.8523  0.32
H 4.5117 0.7289 4.2398  0.28
H 4.4899 0.1321 2.5625  0.30
H 0.8164 0.5650 4.2059  0.31
H 1.6013 2.1123 4.5899  0.27
H 2.2050 0.6021 5.3276  0.14
C 4.0776 2.4584 6.9987  0.41
O 4.9952 1.7477 6.6234  -0.65
N 4.0039 3.8116 6.8293  0.10
C 2.8763 4.5861 7.3055  -0.98
C 5.0882 4.4946 6.1514  -0.96
H 3.2033 2.0411 7.5247  0.08
H 2.4071 5.0899 6.4564  0.35
H 3.2336 5.3310 8.0214  0.37
H 2.1391 3.9454 7.7933  0.31
H 5.1958 4.0838 5.1441  0.28
H 6.0177 4.3236 6.7006  0.30
H 4.8892 5.5659 6.0915  0.39
C -6.3476 1.3310 -3.3621  0.57
O -5.5466 1.7608 -4.1748  -0.65
N -7.2963 2.0746 -2.7159  0.11
C -8.2136 1.4880 -1.7614  -0.88
C -7.3869 3.4941 -2.9949  -0.96
H -6.3652 0.2668 -3.0781  -0.01
H -9.2379 1.6435 -2.1107  0.34
H -8.0791 1.9764 -0.7925  0.34
H -8.0316 0.4172 -1.6509  0.26
H -7.5855 3.6375 -4.0602  0.29
H -6.4332 3.9686 -2.7494  0.28
H -8.1858 3.9507 -2.4079  0.38
C 2.1843 -0.6268 8.3168  0.25
O 1.1419 -0.0395 8.0832  -0.64
N 2.5597 -1.1201 9.5341  0.09
C 3.8192 -1.8081 9.7303  -0.94
C 1.6695 -0.9500 10.6655  -0.95
H 2.9321 -0.8099 7.5276  0.24
H 3.6188 -2.8214 10.0882  0.34
H 4.4079 -1.2664 10.4752  0.34
H 4.3847 -1.8631 8.7982  0.31
H 0.7126 -1.4293 10.4432  0.30
H 1.4973 0.1171 10.8281  0.29
H 2.1018 -1.3931 11.5642  0.38

For the relative energy (zero: lowest compared OMol25 entry of this formula, charge and spin), the calculation gives 847.1 kJ/mol.